[1]
ORCA calculation (ωB97M-V/def2-TZVPD) on a cluster of 11 separate species, C41H100N4O11 in total in a non-equilibrium geometry.

Multiplicity: 1
E_tot: -2668.370628 a.u.
LUMO energy: 0.370 eV
HOMO level: -0.2950 Eh

XYZ file:
```
156
Properties=species:S:1:pos:R:3:forces:R:3
C 0.38443 1.63907 1.19313 -0.65 0.45 -0.43
C 0.37234 0.26304 0.58925 0.08 -2.51 2.97
C 1.49466 0.10786 -0.38898 0.73 0.10 -1.16
C 0.77411 -0.75754 1.71271 -0.25 -0.75 0.45
C -0.30169 -1.10526 2.74396 -1.44 0.38 -1.30
C -1.58760 -1.55020 1.94445 1.79 -0.18 0.43
C -2.09507 -0.49178 0.97019 -0.53 -1.15 0.39
C -3.20078 -1.27925 0.10483 1.05 0.13 -0.35
C -2.68930 0.68943 1.78878 0.24 0.02 -1.09
N -0.90633 -0.25165 0.05240 0.26 -1.01 2.73
O -1.23192 0.56227 -0.96578 -1.18 1.46 -2.42
H -0.08071 2.29043 0.45322 0.55 0.54 0.04
H -0.22626 1.75529 2.08848 0.04 -0.29 0.11
H 1.42362 1.85380 1.44228 -0.11 0.55 -0.16
H 1.59322 -0.88439 -0.82925 -0.68 -0.08 -0.18
H 1.48447 0.85373 -1.18376 -0.08 -0.16 0.06
H 2.45293 0.16804 0.12695 0.06 0.52 0.25
H 1.04511 -1.68334 1.20524 0.02 -0.11 -0.04
H 1.65990 -0.47082 2.27952 0.22 0.51 -0.30
H -0.00932 -1.91138 3.41686 0.19 0.09 -0.01
H -0.51806 -0.20950 3.32611 -0.06 -0.06 0.35
H -2.34943 -1.97881 2.59562 -0.19 0.30 -0.04
H -1.19646 -2.33697 1.29937 -0.28 -0.47 0.08
H -2.63497 -1.95506 -0.53644 0.33 0.03 -0.19
H -3.86550 -0.75574 -0.58233 0.20 0.67 0.30
H -3.83358 -1.99185 0.63386 0.03 0.46 0.81
H -3.68774 0.45043 2.15498 -0.15 0.00 -0.42
H -2.67430 1.54169 1.10942 -0.47 0.32 0.20
H -2.14505 0.96667 2.69156 0.46 -0.19 -0.28
H -1.11720 -0.03351 -1.70975 -0.08 0.41 -0.62
C 1.96599 -1.61171 -5.83232 -1.95 -0.60 -0.56
C 2.56273 -0.46629 -5.00082 1.45 -0.94 -0.89
C 3.41719 -1.26997 -3.89184 -0.45 1.24 -0.15
C 3.57051 0.12903 -6.07071 2.00 1.41 1.51
C 4.30002 1.45343 -5.52810 -1.15 -0.74 -0.62
C 3.16765 2.45227 -5.38944 0.10 -0.20 0.77
C 2.05151 2.00910 -4.38777 -0.51 0.98 0.28
C 2.47819 2.49958 -2.89861 -1.15 -1.35 -0.36
C 0.83002 2.87194 -4.74100 0.28 1.38 0.34
N 1.59068 0.61374 -4.60796 3.16 0.02 -1.88
O 0.47221 0.26853 -3.90982 -0.52 -0.76 1.27
H 2.60092 -2.43140 -6.16861 1.08 0.57 0.32
H 1.20936 -2.23048 -5.34990 -0.43 0.44 0.60
H 1.51707 -1.29122 -6.77245 -0.23 0.48 0.03
H 3.35465 -2.34031 -4.08826 -0.15 0.12 0.30
H 4.47673 -1.01462 -3.90835 0.05 0.22 -0.24
H 3.09347 -1.03955 -2.87685 -0.31 -0.17 0.01
H 4.34726 -0.59727 -6.30995 -0.03 -0.45 0.55
H 3.20707 0.32960 -7.07858 -0.91 0.32 0.31
H 4.86191 1.33816 -4.60123 -0.28 -0.46 0.26
H 5.03297 1.88094 -6.21230 -0.02 -0.35 -0.41
H 2.81606 2.65989 -6.40006 -0.55 -0.17 0.04
H 3.52179 3.40972 -5.00738 0.06 0.07 0.01
H 2.93434 3.48563 -2.81066 0.13 -0.09 -0.57
H 3.03632 1.78478 -2.29391 0.46 -0.11 -0.46
H 1.54053 2.56404 -2.34658 -0.15 0.16 0.05
H 0.47133 2.71363 -5.75804 -0.07 -0.23 0.11
H 1.15011 3.91170 -4.67352 0.36 0.27 -0.42
H 0.02119 2.94487 -4.01398 -0.17 -0.99 0.01
H -0.23169 0.20543 -4.55954 -0.13 0.06 -0.21
C -0.77029 -5.05545 -2.04623 0.63 0.54 -0.74
C 0.48105 -5.02000 -1.16098 -0.09 -1.41 1.68
C 0.70519 -3.62541 -0.75514 -0.76 2.64 1.20
C 0.22111 -5.89843 0.18669 0.36 1.14 -1.08
C 0.38602 -7.34458 -0.10531 -1.32 -0.61 -0.20
C 1.70363 -7.61001 -0.66501 1.81 -0.93 -0.36
C 2.15156 -6.85224 -1.93240 -0.03 0.95 2.22
C 3.70290 -6.91488 -1.91161 -0.72 -0.28 -0.74
C 1.43036 -7.50281 -3.07639 -0.83 0.70 -0.78
N 1.79139 -5.39319 -1.71521 1.12 -1.97 -0.69
O 2.13976 -4.70102 -2.94207 -0.80 -0.15 1.11
H -0.53378 -4.40066 -2.88492 -0.15 0.09 -0.39
H -1.07964 -6.00529 -2.48235 -0.06 -0.05 0.47
H -1.57356 -4.52429 -1.53562 -0.15 -0.42 0.10
H 1.41560 -3.39150 0.03776 0.67 -0.90 -0.19
H 0.96006 -2.94904 -1.57102 -0.12 -0.17 -0.22
H -0.18034 -3.22011 -0.26558 -0.53 0.12 -0.41
H 0.94961 -5.58434 0.93418 0.25 0.04 -0.02
H -0.75565 -5.70629 0.63067 -0.18 0.40 -0.36
H 0.31055 -7.99672 0.76482 -0.37 0.22 0.27
H -0.34167 -7.72176 -0.82385 -0.58 0.23 0.06
H 1.71042 -8.65839 -0.96327 0.37 -0.26 0.18
H 2.39348 -7.51160 0.17316 0.51 0.19 -0.25
H 3.97316 -6.69626 -0.87853 0.43 -0.19 -0.26
H 4.24732 -6.25959 -2.59153 -0.49 0.40 0.02
H 3.98868 -7.90815 -2.25779 0.18 -0.31 0.56
H 1.64900 -6.89463 -3.95413 0.13 -0.80 -0.60
H 0.34915 -7.44331 -2.95163 -0.13 0.43 0.26
H 1.51216 -8.58516 -3.17607 1.03 0.14 -0.30
H 1.41391 -4.95789 -3.51544 -0.13 0.19 -0.68
C -3.29066 8.96559 0.90488 1.06 -0.44 0.02
C -2.69283 7.80169 1.78740 0.22 1.76 1.07
C -2.13722 8.40798 3.12337 0.00 -0.27 -0.31
C -3.87249 6.91623 2.13941 -0.39 -1.34 0.21
C -3.61485 5.50023 2.70938 0.97 1.48 -0.54
C -2.64154 4.87307 1.73146 -0.20 -0.14 0.02
C -1.36151 5.69379 1.36227 0.72 0.20 1.49
C -0.32913 5.66901 2.59983 -0.89 -0.85 -0.97
C -0.71534 5.11898 0.11353 0.93 -0.55 -0.95
N -1.67029 7.10382 1.06397 -0.72 -0.83 -1.53
O -0.51581 7.87509 0.69442 -1.36 -0.74 0.25
H -2.44089 9.41489 0.39096 -0.10 0.21 -0.08
H -3.98218 8.59788 0.14680 0.10 -0.20 0.04
H -3.79785 9.74730 1.47036 0.01 -0.19 0.24
H -2.64483 9.36265 3.26129 0.12 -0.18 0.70
H -2.24093 7.68412 3.93169 -0.67 0.25 0.24
H -1.05958 8.56108 3.18141 0.14 0.41 -0.59
H -4.51182 7.44141 2.84902 -0.21 0.36 -0.40
H -4.36736 6.70364 1.19178 -0.53 0.31 0.04
H -3.20208 5.52707 3.71785 -0.11 -0.03 0.15
H -4.55372 4.94683 2.68981 0.03 -0.02 0.25
H -3.24761 4.67908 0.84651 0.31 0.06 -0.47
H -2.41305 3.88801 2.13836 0.76 -0.10 -0.28
H 0.08898 4.67384 2.75120 -0.07 -0.18 -0.22
H -0.83450 5.89361 3.53911 0.09 0.36 -0.08
H 0.52730 6.31177 2.39614 -0.17 0.21 0.12
H -1.03541 4.13920 -0.24100 -0.27 -0.36 0.81
H 0.36365 5.05430 0.25392 0.10 -0.04 -0.09
H -0.86256 5.67765 -0.81076 -0.16 0.71 0.40
H -0.12541 8.16522 1.52208 0.29 0.14 0.42
C 3.68340 -3.79444 2.69311 -1.17 2.25 0.21
O 3.35541 -4.85980 3.51067 0.87 -1.67 0.62
H 3.06049 -3.73349 1.80071 0.49 -0.44 -0.58
H 3.43705 -2.85100 3.18030 -0.22 0.36 0.39
H 4.74947 -3.62943 2.53707 0.00 -1.07 -0.31
H 2.45365 -4.89862 3.83767 0.01 0.58 -0.37
C -4.01639 -5.28334 3.03316 -0.64 1.13 -0.48
O -3.70322 -5.99480 4.20820 0.00 0.37 -0.05
H -4.23141 -4.21650 3.09410 0.81 0.66 1.16
H -3.17986 -5.31337 2.33503 -0.33 -0.66 -0.14
H -5.01261 -5.48419 2.63907 0.18 -1.41 -0.60
H -4.21752 -5.62305 4.92855 0.00 -0.06 0.09
C -4.68892 1.66165 5.45210 0.59 -0.66 -0.55
O -3.62626 0.79817 4.92959 -1.06 0.26 1.00
H -5.57353 1.02693 5.50396 -0.11 0.10 -0.53
H -4.61295 2.01308 6.48110 0.95 -0.08 0.13
H -4.82775 2.54441 4.82796 -0.20 -0.16 -0.16
H -2.91025 1.26278 4.49019 -0.21 0.58 0.22
C 5.75146 0.50977 -0.99111 -1.24 0.38 -0.55
O 5.79684 0.08538 0.36277 0.76 -0.32 -0.12
H 5.45917 -0.25705 -1.70850 0.10 -0.55 0.50
H 4.92205 1.21685 -1.00583 0.23 0.55 -0.62
H 6.67845 0.93380 -1.37709 0.05 0.17 0.30
H 6.43908 0.69140 0.73941 0.04 -0.22 0.50
C -6.55677 -1.16517 2.79187 -0.54 -0.19 2.41
O -6.92028 -0.38051 1.72874 0.12 0.83 -1.58
H -5.78456 -0.75548 3.44298 1.13 -0.12 -0.68
H -7.34544 -1.10184 3.54159 -0.74 -0.82 0.08
H -6.39131 -2.20320 2.50335 0.13 0.25 -0.08
H -6.96069 0.52897 2.03341 -0.03 0.06 -0.16
O 3.92294 1.26445 2.64809 -0.34 0.18 0.30
H 3.85793 0.70035 1.87750 0.15 -0.25 -0.31
H 4.83548 1.55326 2.65779 0.17 0.04 0.01
O -0.41196 2.99999 4.94837 -0.32 0.17 -0.08
H 0.13710 2.51422 4.33290 0.27 -0.12 -0.24
H -0.43946 2.44988 5.73123 0.01 -0.14 0.27
```
Positions in Å, forces in eV/Å.

Mulliken atomic charge list, values in e, 4 entries: number 1, C, carries -1.57; number 2, C, carries 3.52; number 3, C, carries -0.39; number 4, C, carries -0.93


[2]
ORCA calculation (ωB97M-V/def2-TZVPD) on a cluster of 9 separate species, C41H101BrN7O9 in total.

Multiplicity: 1
E_tot: -5256.879239 a.u.
LUMO energy: -2.443 eV
Charge: +1
HOMO level: -0.4030 Eh

XYZ file:
```
159
Properties=species:S:1:pos:R:3:forces:R:3
C -2.14888 3.13832 5.57833 0.16 0.08 -0.08
C -2.03413 4.35209 4.65382 -0.03 -0.17 0.14
C -1.81951 3.98060 3.17740 -0.09 -0.34 0.17
Br -1.02282 5.45769 2.20651 -0.05 0.15 -0.09
C -0.96373 2.76752 2.97776 -0.50 -0.12 -0.10
N -1.42557 1.53507 2.81740 -0.14 0.52 0.09
C -0.32835 0.77298 2.67422 0.12 -0.46 -0.14
N -0.33776 -0.53308 2.47593 -0.10 -0.14 -0.14
C -1.56592 -1.32322 2.32162 0.14 -0.06 -0.04
C -2.60281 -1.11101 3.42743 -0.16 -0.25 -0.20
O -3.23873 -2.36971 3.61341 -0.07 0.14 -0.03
N 0.79452 1.50875 2.73064 -0.11 0.16 0.14
C 2.19070 1.14425 2.57346 0.02 0.12 -0.31
C 2.85076 0.42831 3.79760 0.23 0.12 -0.09
N 3.91971 1.31816 4.24281 -0.08 -0.10 0.04
N 1.81154 0.10314 4.77082 0.08 0.06 0.14
N 3.48474 -0.81953 3.42850 -0.14 -0.09 -0.02
N 0.35704 2.79048 2.94044 0.48 0.18 0.20
H -2.87254 2.41129 5.20732 -0.02 0.02 0.08
H -1.18319 2.63502 5.68847 -0.09 -0.04 -0.03
H -2.44847 3.47400 6.57015 -0.07 -0.07 -0.02
H -1.22145 4.99709 4.99188 -0.03 0.00 -0.04
H -2.95974 4.92547 4.70907 0.11 0.14 -0.05
H -2.78101 3.75424 2.71567 0.14 0.04 -0.08
H 0.54765 -1.00594 2.40400 -0.01 -0.01 0.12
H -1.99928 -1.15186 1.33303 0.00 0.01 0.07
H -1.26006 -2.36995 2.36418 -0.02 0.10 0.04
H -2.11298 -0.79668 4.35402 0.01 0.01 -0.02
H -3.32767 -0.35155 3.12863 0.11 0.03 0.11
H -4.19392 -2.25434 3.62202 0.08 -0.01 0.04
H 2.26943 0.52357 1.67557 0.00 0.03 0.12
H 2.73804 2.06099 2.34711 -0.01 -0.11 0.00
H 4.55247 0.80172 4.84205 0.03 0.03 0.00
H 3.56476 2.12257 4.74891 0.03 0.02 0.00
H 1.48563 0.94996 5.22686 -0.05 -0.01 -0.01
H 2.23636 -0.44891 5.51158 -0.02 -0.03 -0.02
H 3.69254 -0.89847 2.44121 0.22 0.10 0.01
H 2.94588 -1.61824 3.73108 -0.08 -0.02 -0.09
H 0.97844 3.58190 3.00858 0.08 -0.01 -0.16
C -3.23967 -5.88065 3.34606 -0.01 -0.08 0.02
C -3.02608 -5.49139 4.79927 0.02 0.04 -0.04
O -3.41276 -6.48319 5.73027 -0.03 0.02 0.05
C -2.74668 -7.72935 5.63202 0.00 -0.08 -0.02
C -1.24156 -7.64989 5.82065 0.00 0.08 0.02
H -4.28482 -6.13742 3.16919 -0.01 0.00 -0.01
H -2.97140 -5.04436 2.69976 -0.02 0.02 0.00
H -2.63078 -6.73777 3.05528 0.03 0.03 -0.01
H -3.64094 -4.62596 5.04099 0.01 0.01 0.02
H -1.98366 -5.19018 4.96332 0.01 -0.03 -0.01
H -2.98545 -8.22186 4.68247 0.01 0.03 -0.02
H -3.18495 -8.33803 6.42227 0.00 -0.01 0.00
H -0.75948 -7.06013 5.03947 0.00 -0.04 -0.03
H -0.81285 -8.65181 5.78954 0.00 -0.01 0.02
H -1.00029 -7.19950 6.78433 0.01 0.00 0.00
C -4.26430 -1.10160 -2.78050 0.00 -0.06 -0.07
C -4.93449 0.22334 -2.47162 0.05 -0.04 -0.07
O -5.33298 0.33848 -1.11044 0.10 0.11 0.00
C -4.28038 0.14604 -0.19048 0.02 -0.09 0.12
C -3.12160 1.11987 -0.34791 -0.03 0.07 0.00
H -4.92449 -1.93681 -2.54321 -0.03 0.01 -0.02
H -3.99921 -1.15636 -3.83726 -0.02 -0.01 -0.02
H -3.34556 -1.23437 -2.20797 0.06 -0.02 -0.13
H -5.84669 0.34569 -3.05378 -0.04 -0.05 0.05
H -4.27293 1.05380 -2.74704 -0.02 0.00 0.03
H -3.90831 -0.88502 -0.25001 -0.01 0.03 0.04
H -4.73210 0.26322 0.79692 -0.03 0.04 -0.02
H -2.63586 1.03341 -1.32014 0.01 -0.06 0.02
H -2.37283 0.91971 0.42041 -0.01 0.05 0.00
H -3.46548 2.14995 -0.23480 0.00 0.00 0.00
C 0.24008 -4.64117 -3.66122 0.03 -0.06 0.18
C -0.46690 -3.33136 -3.36538 0.04 0.00 -0.16
O -0.90641 -3.20431 -2.01762 -0.11 0.09 0.01
C 0.09637 -3.26612 -1.02781 0.00 -0.08 0.06
C 1.14750 -2.17379 -1.13538 -0.03 0.09 0.00
H -0.40886 -5.48555 -3.42479 -0.01 -0.01 -0.03
H 0.50889 -4.69094 -4.71709 -0.03 0.02 -0.02
H 1.15689 -4.76138 -3.08154 0.04 0.00 -0.06
H -1.36998 -3.25276 -3.96963 -0.03 0.06 0.05
H 0.16675 -2.48109 -3.64259 0.01 0.00 0.03
H 0.57495 -4.25174 -1.01390 0.03 0.01 -0.03
H -0.44298 -3.16408 -0.08275 0.00 -0.03 0.01
H 1.71947 -2.24540 -2.05968 0.05 -0.02 0.00
H 1.85421 -2.25351 -0.30542 0.01 0.00 0.01
H 0.67632 -1.18774 -1.10671 0.00 0.01 -0.01
C 6.10318 2.34286 0.05576 -0.07 0.02 -0.02
C 5.81144 0.86911 0.25536 0.12 0.08 0.05
O 4.41910 0.56823 0.22052 -0.21 -0.17 0.19
C 3.74638 0.88197 -0.98976 -0.03 0.05 -0.08
C 4.27968 0.15036 -2.20704 0.04 -0.04 0.04
H 5.58306 2.94121 0.80458 0.02 0.03 0.01
H 7.17221 2.53434 0.14441 0.01 -0.02 0.03
H 5.78715 2.69669 -0.92574 0.06 0.00 -0.02
H 6.13984 0.55376 1.24567 -0.02 -0.01 0.01
H 6.35458 0.25607 -0.47053 -0.05 0.02 -0.04
H 3.75194 1.96415 -1.16244 0.03 -0.01 0.01
H 2.70782 0.59234 -0.81643 -0.04 -0.02 -0.01
H 5.31164 0.42374 -2.42701 -0.02 0.04 -0.02
H 3.67764 0.40140 -3.08091 -0.02 -0.01 0.00
H 4.23934 -0.92876 -2.05589 0.00 -0.02 0.00
C -3.74965 8.12347 1.31643 -0.04 0.09 -0.03
C -2.37315 8.75877 1.19923 0.00 -0.07 0.06
O -2.37751 10.05008 0.63073 0.06 0.01 -0.06
C -3.12389 11.03785 1.32320 -0.06 0.06 0.01
C -2.65727 11.28909 2.74619 0.07 -0.06 -0.01
H -4.23132 8.07553 0.33949 0.00 -0.01 -0.01
H -3.66150 7.11038 1.71094 0.01 -0.02 -0.01
H -4.40251 8.68344 1.98662 0.02 -0.02 0.04
H -1.74994 8.16398 0.52838 0.00 0.00 -0.01
H -1.87323 8.76685 2.17686 -0.03 0.01 0.01
H -4.19217 10.79456 1.30876 0.01 -0.04 0.01
H -2.99796 11.94143 0.72817 0.00 0.01 0.00
H -2.77987 10.41106 3.38229 -0.05 0.01 0.01
H -3.23988 12.09820 3.18668 0.00 0.02 -0.01
H -1.60451 11.57366 2.75925 0.00 0.01 0.00
C 2.90286 6.37456 0.16122 0.02 -0.05 -0.04
C 4.39312 6.52032 0.42655 0.00 0.05 0.05
O 5.21413 5.76960 -0.44609 -0.02 -0.10 0.04
C 5.11283 6.08295 -1.82636 -0.01 0.01 -0.09
C 5.46487 7.51921 -2.16872 0.02 0.01 0.09
H 2.60705 5.32391 0.21164 -0.01 -0.01 -0.01
H 2.33760 6.93601 0.90677 0.00 0.00 0.02
H 2.61913 6.75494 -0.82016 0.00 0.04 0.01
H 4.62924 6.14014 1.42148 0.01 0.02 0.01
H 4.67747 7.57807 0.41694 -0.02 0.00 -0.04
H 4.11465 5.83379 -2.20616 -0.01 0.02 0.03
H 5.81510 5.40547 -2.31226 0.00 -0.01 -0.01
H 4.77728 8.23287 -1.71343 -0.03 -0.01 -0.04
H 5.41965 7.66187 -3.24841 0.01 -0.01 -0.01
H 6.47356 7.75665 -1.82977 0.01 0.00 -0.01
C -1.42989 -2.89857 -8.52658 0.02 0.08 0.03
C -2.15024 -3.09311 -7.20422 -0.01 -0.08 -0.02
O -2.16694 -1.94321 -6.37433 0.03 0.01 0.11
C -2.79543 -0.79403 -6.91566 -0.05 0.08 -0.05
C -4.26016 -0.99399 -7.26444 -0.01 -0.11 0.05
H -0.40232 -2.57353 -8.35934 0.01 0.00 0.00
H -1.41169 -3.83871 -9.07810 0.01 -0.02 0.01
H -1.92082 -2.15672 -9.15721 -0.03 -0.03 -0.01
H -1.63546 -3.85144 -6.61246 -0.01 -0.01 0.00
H -3.16785 -3.46157 -7.37432 -0.01 0.04 -0.01
H -2.24064 -0.42385 -7.78487 -0.01 -0.04 -0.02
H -2.70747 -0.03350 -6.13861 0.04 -0.01 0.02
H -4.40111 -1.73917 -8.04763 0.02 0.03 -0.04
H -4.69338 -0.05841 -7.61870 0.02 0.02 0.02
H -4.81659 -1.32476 -6.38581 -0.02 0.01 0.00
C 1.81720 -8.51022 -4.62252 -0.07 0.00 0.10
C 2.98001 -7.74226 -4.01789 -0.01 -0.05 -0.11
O 2.78671 -7.38150 -2.66034 0.01 0.11 0.00
C 2.59934 -8.45564 -1.75452 -0.03 -0.04 0.06
C 3.75789 -9.43572 -1.69651 0.04 0.05 -0.05
H 0.89656 -7.93108 -4.53580 -0.01 0.00 -0.02
H 2.00455 -8.71102 -5.67747 0.02 0.03 -0.01
H 1.65654 -9.46923 -4.12902 0.04 -0.03 -0.03
H 3.10565 -6.79785 -4.54830 0.02 0.03 0.05
H 3.91428 -8.30117 -4.14004 -0.01 -0.02 0.03
H 1.66428 -8.98455 -1.97081 0.01 0.00 -0.03
H 2.47383 -7.97639 -0.78315 -0.01 0.00 0.01
H 3.90963 -9.95040 -2.64560 -0.03 -0.03 0.01
H 3.56121 -10.19431 -0.93852 0.00 0.01 0.02
H 4.68376 -8.91989 -1.43926 0.01 0.00 0.00
```
Positions in Å, forces in eV/Å.

Mulliken atomic charge list, values in e, 4 entries: number 1, C, carries -1.02; number 2, C, carries -0.65; number 3, C, carries -0.05; number 4, Br, carries -0.07